# C38H54N7OPbSSeSi3Te

C38H54N7OPbSSeSi3Te as an isolated structure (wB97M-V/def2-TZVPD, the Open Molecules 2025 dataset).

XYZ file:
```
107
Properties=species:S:1:pos:R:3:forces:R:3
Pb -0.1300 -0.1307 0.2444 0.57 -0.15 -0.24
C 2.9114 -3.5812 1.9066 0.03 0.01 -0.06
C 1.8220 -2.6148 1.5525 -0.02 -0.03 0.07
N 1.8594 -1.8272 0.5358 0.05 0.01 -0.10
N 2.9650 -1.9145 -0.2502 -0.03 0.09 0.13
C 3.0387 -1.0217 -1.2377 -0.28 -0.16 -0.13
O 2.1854 -0.1587 -1.5821 0.06 -0.06 0.21
C 4.3335 -1.1395 -2.0008 0.01 0.09 0.08
C 5.2577 -2.1435 -1.7168 0.04 -0.07 0.00
C 6.4535 -2.2157 -2.4118 -0.01 0.00 -0.01
C 6.7490 -1.2837 -3.3982 0.00 0.01 0.01
C 5.8365 -0.2811 -3.6885 0.00 -0.01 -0.02
C 4.6391 -0.2155 -2.9915 0.11 0.06 0.05
C 0.6416 -2.5287 2.4441 0.02 -0.09 0.03
C 0.4276 -3.4861 3.4340 0.00 0.03 0.02
C -0.6696 -3.3750 4.2696 0.01 0.00 -0.01
C -1.5285 -2.2986 4.1209 0.02 0.02 0.00
C -1.2562 -1.3886 3.1164 -0.08 0.07 0.01
N -0.2144 -1.5073 2.2966 -0.06 0.04 -0.06
H 3.7706 -3.3977 1.2696 -0.03 -0.01 0.04
H 3.1997 -3.4670 2.9521 0.00 -0.01 0.02
H 2.5857 -4.6137 1.7603 0.00 -0.02 -0.01
H 5.0270 -2.8615 -0.9434 0.01 0.01 -0.03
H 7.1608 -3.0013 -2.1820 0.02 -0.01 0.01
H 7.6883 -1.3364 -3.9323 0.01 -0.01 -0.02
H 6.0557 0.4475 -4.4589 0.01 0.01 0.01
H 3.9249 0.5599 -3.2101 -0.06 0.14 0.02
H 1.1170 -4.3084 3.5459 0.00 -0.01 0.00
H -0.8467 -4.1199 5.0339 0.01 0.00 0.02
H -2.3811 -2.1565 4.7682 -0.02 0.00 -0.01
H -1.8816 -0.5171 2.9592 -0.01 0.01 0.00
N -2.6259 3.7131 1.5986 0.02 0.04 0.01
C -2.1883 2.4459 1.3676 0.11 0.11 0.02
S -0.5873 2.0958 1.9533 -0.17 -0.06 0.06
N -3.0558 1.6882 0.7367 -0.04 -0.08 -0.10
N -2.6229 0.4400 0.4077 -0.02 -0.11 0.30
C -3.5213 -0.4333 0.1208 0.03 -0.06 -0.11
C -4.9791 -0.1398 0.1685 0.03 0.08 0.00
C -5.7664 -0.6840 1.1763 0.00 0.01 0.01
C -7.1194 -0.3834 1.2442 0.00 -0.01 0.00
C -7.6902 0.4564 0.3003 0.00 0.01 0.00
C -6.9073 0.9958 -0.7118 -0.01 0.00 0.00
C -5.5549 0.7041 -0.7749 -0.01 -0.07 -0.02
C -3.0725 -1.8024 -0.2602 -0.06 0.06 0.00
C -3.9984 -2.8016 -0.5460 0.00 0.01 -0.04
C -3.5466 -4.0736 -0.8574 0.02 0.00 0.00
C -2.1846 -4.3207 -0.8958 -0.01 0.03 -0.03
C -1.3267 -3.2681 -0.6253 0.06 -0.01 -0.05
N -1.7560 -2.0495 -0.3165 -0.06 0.09 0.18
H -2.1447 4.2523 2.2969 0.00 -0.01 -0.02
H -3.6079 3.8883 1.4552 -0.01 -0.01 0.00
H -5.3187 -1.3398 1.9140 0.01 0.00 0.02
H -7.7263 -0.8050 2.0341 0.00 0.00 0.01
H -8.7439 0.6937 0.3545 -0.02 -0.01 -0.01
H -7.3517 1.6507 -1.4493 -0.01 0.01 -0.01
H -4.9367 1.1305 -1.5543 0.01 0.04 0.00
H -5.0547 -2.5791 -0.5230 0.00 -0.01 0.01
H -4.2551 -4.8638 -1.0663 -0.01 0.00 -0.02
H -1.7906 -5.2965 -1.1389 0.01 -0.02 0.01
H -0.2500 -3.3975 -0.6553 0.02 -0.02 0.01
C 0.6863 6.6834 -2.3800 0.03 -0.02 -0.08
Si -0.8764 5.8172 -2.9090 -0.09 0.09 0.05
C -2.1188 5.8085 -1.5175 0.04 -0.04 0.00
C -1.5725 6.6231 -4.4395 0.00 -0.05 -0.01
C -0.5293 4.0102 -3.3829 0.12 0.09 0.11
Te 0.0514 2.6480 -1.8464 -0.14 0.59 -0.37
C 2.1257 3.0625 -2.0287 -0.03 -0.29 0.11
Si 3.1746 3.1868 -0.4196 0.05 0.08 0.03
C 2.5751 4.7031 0.4927 -0.07 -0.02 -0.03
C 3.1130 1.7504 0.7599 -0.05 -0.11 -0.10
C 4.9097 3.4164 -1.0634 -0.04 0.04 -0.03
H 0.4863 7.7528 -2.2862 0.01 0.01 0.02
H 1.4965 6.5674 -3.1033 0.00 0.00 -0.01
H 1.0361 6.3351 -1.4107 0.07 -0.05 0.12
H -2.4130 6.8285 -1.2643 -0.01 0.02 0.01
H -1.7187 5.3477 -0.6100 -0.01 -0.01 0.00
H -3.0230 5.2616 -1.7931 -0.02 -0.01 -0.01
H -1.7444 7.6852 -4.2563 -0.01 0.02 0.00
H -2.5255 6.1779 -4.7296 -0.01 -0.01 -0.01
H -0.8899 6.5408 -5.2870 0.02 0.00 -0.01
H 0.2554 3.9232 -4.1374 -0.02 -0.02 -0.04
H -1.4430 3.5760 -3.7910 0.00 -0.05 0.02
H 2.1220 4.0447 -2.5081 0.01 0.00 -0.06
H 2.5299 2.3295 -2.7185 0.11 -0.17 -0.07
H 1.5029 4.6472 0.7056 0.00 0.01 0.01
H 2.7799 5.6231 -0.0534 -0.01 0.07 -0.05
H 3.0838 4.7758 1.4556 0.01 -0.01 0.02
H 2.0983 1.5219 1.0908 0.00 0.04 0.03
H 3.6788 2.0470 1.6469 0.00 0.01 0.03
H 3.5607 0.8438 0.3560 0.00 0.03 0.02
H 4.9780 4.2520 -1.7627 0.00 0.01 -0.01
H 5.2564 2.5164 -1.5729 0.02 -0.06 -0.02
H 5.5977 3.6186 -0.2407 0.01 -0.01 0.03
C -0.7003 0.2408 -6.3763 0.00 -0.03 -0.03
Si 0.1016 -0.4784 -4.8652 0.11 0.22 0.16
C 1.9392 -0.3413 -4.8091 -0.02 -0.11 -0.05
C -0.6011 -2.1421 -4.4160 0.02 -0.02 -0.04
Se -0.8957 0.6853 -3.0624 -0.20 -0.27 0.19
H -0.3883 -0.3019 -7.2718 0.01 -0.01 -0.01
H -0.4392 1.2910 -6.5076 0.02 0.01 0.00
H -1.7856 0.1668 -6.2966 -0.02 0.02 -0.03
H 2.3863 -0.8279 -5.6789 -0.01 -0.01 -0.04
H 2.3336 -0.8073 -3.9059 -0.13 0.06 -0.08
H 2.2530 0.7034 -4.8135 0.00 0.02 -0.04
H -0.5761 -2.8187 -5.2730 0.01 -0.01 -0.01
H -1.6411 -2.0442 -4.0970 -0.03 -0.04 -0.03
H -0.0370 -2.5908 -3.5977 0.03 0.01 0.02
```
Forces are in eV/Å.

The calculation puts the molar mass at 1155.0 Da. The frontier orbital gap is 6.42 eV. For the LUMO energy, the calculation gives -3.268 eV. Its charge is +1. The energy relative to the best compared isomer or geometry (same formula, charge and spin) comes out at 23.3 kcal per mole.